Entry 1:
Here is a structure of composition C48H42Br2F4GeN4O2P2SZr from the Open Molecules 2025 dataset. Energies are from the ωB97M-V functional and the def2-TZVPD basis.

Kohn-Sham gap = 4.98 eV
Highest occupied orbital energy = -6.076 eV
Energy above the lowest of the compared OMol25 structures with the same formula, charge and spin = 0.0000 eV
F_max = 0.8 eV/A

```
107
C48H42Br2F4GeN4O2P2SZr | the Open Molecules 2025 dataset | the ωB97M-V functional and the def2-TZVPD basis
Zr -0.102 0.544 0.451
Br -0.479 -2.542 -1.622
Br 1.416 2.637 0.037
Ge -2.977 0.383 3.208
S -0.722 3.447 2.068
P -0.613 1.204 -2.552
P 2.277 -1.057 -0.276
F 3.824 3.711 -3.646
F 0.472 3.682 -6.920
F 2.907 4.455 -6.061
F -1.104 2.177 -5.390
O -1.018 4.603 1.267
O -1.152 -5.639 2.410
N -2.534 -0.056 -0.180
N -0.365 -1.819 1.057
N -3.192 -1.202 -0.447
N -1.450 2.179 1.616
C 4.956 0.703 -3.546
C 2.541 -3.634 0.794
C 1.896 0.889 3.192
C -0.284 -0.724 -4.531
C 0.561 2.139 -3.622
C -3.955 4.412 -2.218
C -1.948 -2.317 -5.246
C 2.565 3.273 -4.009
C -3.478 0.887 -0.231
C -0.572 -3.356 2.888
C -4.415 1.646 2.810
C -1.823 3.479 -1.613
C -0.876 -4.389 2.014
C 4.146 0.015 3.225
C -1.273 0.931 2.376
C 2.154 3.690 -5.251
C 2.689 -0.404 1.364
C 1.626 0.294 1.953
C 3.159 -4.852 1.024
C -0.344 -2.102 2.369
C 1.830 2.487 -3.163
C 4.866 -4.269 -0.553
C 3.124 0.756 3.818
C -2.007 2.418 -2.499
C -2.864 -1.735 -4.378
C -3.164 2.391 -3.273
C -4.131 3.379 -3.131
C -0.656 -1.809 -5.316
C -1.194 -0.141 -3.650
C 3.970 -0.226 -3.841
C 3.153 -0.702 -2.827
C -3.599 -1.444 2.939
C 4.328 -5.175 0.347
C 4.312 0.667 -1.225
C -0.872 -4.133 0.649
C -4.503 -1.008 -0.650
C 3.069 -2.716 -0.114
C -2.484 -0.664 -3.580
C 0.898 3.303 -5.702
C -2.653 0.527 5.134
C 4.241 -3.047 -0.787
C -4.735 0.339 -0.523
C 0.107 2.535 -4.887
C -0.587 -2.847 0.236
C -2.789 4.464 -1.464
C 3.926 -0.569 1.992
C 5.117 1.156 -2.245
C 3.333 -0.272 -1.514
H -1.099 -5.712 3.370
H -2.943 -2.142 3.460
H -0.910 3.549 -1.033
H -2.619 5.269 -0.759
H 4.431 1.037 -0.214
H 5.858 1.913 -2.024
H 5.580 1.101 -4.336
H -3.205 -0.227 -2.904
H 4.672 -2.355 -1.499
H -1.889 -0.174 5.483
H -3.662 -1.733 1.889
H -3.223 1.919 -0.060
H -0.604 1.053 3.230
H -0.527 -3.515 3.959
H -2.329 1.539 5.390
H 0.063 -2.249 -5.997
H 1.660 -3.381 1.364
H 4.710 -1.146 1.512
H -4.712 5.179 -2.109
H 3.821 -0.559 -4.862
H 2.377 -1.428 -3.056
H -4.823 1.995 3.761
H -2.242 -3.150 -5.872
H -4.596 -1.520 3.381
H 5.782 -4.506 -1.080
H -3.583 0.321 5.671
H 5.102 -0.094 3.721
H -5.215 1.174 2.236
H -3.878 -2.115 -4.324
H 1.145 1.488 3.697
H -2.701 -2.076 -0.483
H -1.045 -4.924 -0.066
H -5.158 -1.832 -0.883
H 0.718 -0.314 -4.608
H -5.668 0.866 -0.638
H -4.051 2.512 2.253
H 4.819 -6.124 0.526
H -5.021 3.346 -3.749
H 3.292 1.237 4.775
H 2.734 -5.548 1.739
H -0.116 -1.268 3.017
H -3.317 1.615 -4.010
```

***

Entry 2:
Here is a structure of composition C19H16BF2I2N4O5Tc in a non-equilibrium geometry from the Open Molecules 2025 dataset. Energies are from the ωB97M-V functional and the def2-TZVPD basis.

Net charge = +1
Kohn-Sham gap (alpha / beta) = 6.54 / 6.78 eV
Highest occupied orbital energy (alpha / beta) = -10.250 / -10.450 eV
Multiplicity = 2
Energy above the lowest of the compared OMol25 structures with the same formula, charge and spin = 0.4583 eV
F_max = 1.2 eV/A

```
50
C19H16BF2I2N4O5Tc | the Open Molecules 2025 dataset | the ωB97M-V functional and the def2-TZVPD basis
I -1.658 4.515 0.243
I -6.826 2.153 -1.661
Tc 0.531 0.270 -0.892
F 2.391 4.015 0.330
F 1.618 3.542 -1.788
O -0.666 1.851 -0.977
O 4.099 0.592 3.695
O 2.548 -0.038 5.160
O 2.118 1.797 -0.343
O 3.876 1.264 0.963
N 1.649 -1.565 -1.104
N 0.511 0.091 3.394
N 0.366 0.618 1.277
N -1.086 -1.039 -1.209
C 3.579 -2.970 -1.175
C -2.698 2.981 -0.695
C 2.857 0.316 4.057
C -4.769 2.028 -1.431
C 0.863 -2.634 -1.323
C 2.981 -1.735 -1.047
C -1.985 1.856 -1.129
C 1.672 0.768 1.708
C -2.712 0.785 -1.687
C -1.777 -0.045 2.374
C -4.070 3.078 -0.849
C -0.314 0.211 2.334
C -4.094 0.890 -1.835
C 1.395 -3.910 -1.423
C -0.615 -2.403 -1.566
C 1.781 0.435 3.026
C -2.050 -0.472 -2.192
C 2.765 -4.081 -1.350
C 2.690 1.289 0.807
B 2.019 3.180 -0.607
H -2.265 0.648 3.060
H 0.278 -0.170 4.344
H -2.821 -1.218 -2.403
H 4.655 -3.054 -1.135
H 0.736 -4.756 -1.570
H -0.797 -2.553 -2.632
H -1.198 -3.158 -1.036
H 4.162 0.831 2.749
H -1.998 -1.060 2.705
H -1.495 -0.289 -3.119
H 3.196 -5.069 -1.439
H 3.567 -0.841 -0.883
H -1.579 -1.097 -0.323
H -4.590 3.964 -0.513
H -4.645 0.067 -2.273
H -2.196 0.122 1.382
```

***

Entry 3:
Here is a structure of composition C36H38MnN6O3S from the Open Molecules 2025 dataset. Energies are from the ωB97M-V functional and the def2-TZVPD basis.

Net charge = +2
Kohn-Sham gap (alpha / beta) = 8.08 / 7.59 eV
Highest occupied orbital energy (alpha / beta) = -13.880 / -13.420 eV
Multiplicity = 2
Energy above the lowest of the compared OMol25 structures with the same formula, charge and spin = 0.4136 eV
F_max = 0.7 eV/A

```
85
C36H38MnN6O3S | the Open Molecules 2025 dataset | the ωB97M-V functional and the def2-TZVPD basis
Mn 0.322 -0.317 -0.440
S -2.038 2.013 0.850
O -2.740 -2.709 6.508
O -1.054 0.863 0.767
O -0.692 -1.858 6.545
N -0.830 -1.167 -2.276
N 2.224 0.638 -1.191
N 1.432 0.075 1.331
N -0.525 1.657 -1.942
N -1.030 -1.809 0.286
N 1.565 -1.855 -1.237
C 2.260 2.118 -1.249
C -1.259 3.329 3.084
C -0.413 -2.763 3.800
C -1.619 -2.278 5.916
C 2.314 -1.488 -2.290
C 2.503 -0.008 -2.469
C -2.446 -1.629 2.272
C -1.215 4.355 1.957
C -1.261 -2.038 1.672
C -2.569 2.332 -3.015
C 0.119 2.589 -2.643
C -1.886 3.279 -3.769
C -1.298 -1.629 -4.580
C 2.697 -3.757 -2.924
C -1.622 -2.202 -1.955
C -0.525 3.404 -3.575
C 1.705 0.359 3.696
C 2.748 0.289 1.187
C 1.594 2.800 -2.429
C -2.601 -1.771 3.644
C -1.849 1.552 -2.135
C 3.067 0.557 3.538
C -1.769 -2.446 -0.533
C -0.695 -0.893 -3.571
C -0.256 -2.633 2.434
C 1.408 -3.164 -1.012
C -2.104 -2.702 -4.238
C -1.576 -2.310 4.413
C 1.954 -4.144 -1.821
C -2.287 2.300 2.638
C 0.931 0.137 2.572
C 2.888 -2.404 -3.153
C 3.592 0.534 2.256
C -1.047 3.553 0.675
C 3.261 0.219 -0.219
C -2.279 -2.987 -2.895
H -0.134 -0.003 2.658
H -2.227 1.325 3.121
H -1.336 4.072 -0.237
H 1.748 3.872 -2.275
H -1.539 3.771 4.039
H 3.309 2.439 -1.267
H -2.405 3.906 -4.481
H 2.133 2.581 -3.355
H 3.706 0.736 4.392
H -3.509 -1.420 4.119
H -2.347 0.785 -1.555
H 4.645 0.706 2.078
H 3.547 -0.814 -0.412
H 1.836 2.479 -0.310
H 3.489 -2.058 -3.983
H -3.344 -3.128 5.884
H -2.593 -3.295 -4.998
H -0.280 2.859 3.206
H -3.637 2.195 -3.113
H 0.050 4.137 -4.126
H 1.808 0.368 -3.220
H -2.912 -3.802 -2.572
H -0.096 -0.028 -3.820
H -3.305 2.681 2.742
H 0.663 -2.950 1.958
H -2.145 4.925 1.932
H 4.164 0.825 -0.338
H 1.238 0.368 4.671
H 3.137 -4.494 -3.582
H 0.378 -3.178 4.410
H 3.519 0.202 -2.830
H 0.827 -3.436 -0.143
H 1.803 -5.187 -1.582
H -3.217 -1.159 1.675
H -1.143 -1.352 -5.612
H -0.399 5.069 2.070
H -0.028 3.175 0.570
H -2.508 -3.170 -0.193
```

***

Entry 4:
Here is a structure of composition C16H24F12O16S4V in a non-equilibrium geometry from the Open Molecules 2025 dataset. Energies are from the ωB97M-V functional and the def2-TZVPD basis.

Net charge = -2
Kohn-Sham gap (alpha / beta) = 8.64 / 8.63 eV
Highest occupied orbital energy (alpha / beta) = -4.427 / -4.417 eV
Multiplicity = 2
Energy above the lowest of the compared OMol25 structures with the same formula, charge and spin = 0.0000 eV
F_max = 1.2 eV/A

```
73
C16H24F12O16S4V | the Open Molecules 2025 dataset | the ωB97M-V functional and the def2-TZVPD basis
V -0.145 0.412 0.462
S -0.462 -3.192 0.176
S -3.618 -0.736 1.146
S -0.062 -0.625 3.815
S 1.652 3.466 0.975
F 2.085 -3.813 0.508
F 3.062 4.387 2.971
F -4.680 0.610 -0.887
F 1.549 -3.540 -1.569
F 0.929 -5.326 -0.502
F 1.202 3.454 3.555
F -3.764 -1.279 -1.434
F 1.681 -1.927 5.273
F 2.877 2.236 2.932
F -5.679 -1.254 -0.410
F 1.828 -2.357 3.164
F 2.584 -0.492 3.930
O -0.969 -1.713 3.837
O 0.224 -1.115 -3.353
O 2.871 3.647 0.228
O -0.511 0.690 -1.012
O -3.739 -2.116 1.515
O -0.020 -1.800 0.276
O -0.157 0.317 4.900
O -0.702 -3.862 1.413
O 1.924 -0.099 -0.234
O 1.032 2.162 0.780
O -1.496 2.088 1.371
O -2.286 -0.284 0.777
O 0.110 0.016 2.492
O -1.378 -3.456 -0.902
O 0.720 4.564 0.969
O -4.362 0.204 1.960
C -0.786 -2.077 -3.591
C -1.083 -2.030 -5.100
C -3.134 3.222 2.628
C 2.542 0.559 -1.332
C 4.059 -1.111 -0.494
C 1.598 -1.388 4.047
C -2.775 4.041 1.395
C -2.185 2.971 0.481
C 1.030 -1.058 -4.507
C 3.555 -0.472 -1.801
C -1.904 2.303 2.717
C 2.224 3.376 2.706
C 1.094 -3.999 -0.395
C 2.936 -0.757 0.517
C 0.062 -1.191 -5.687
C -4.473 -0.670 -0.482
H -4.047 2.647 2.473
H 4.345 -0.031 -2.417
H 2.504 -1.648 0.948
H 3.063 -1.215 -2.431
H 0.531 -1.671 -6.549
H -2.141 1.389 3.250
H -0.397 -3.048 -3.273
H -3.227 3.805 3.547
H -1.671 -1.889 -2.990
H -2.031 4.808 1.635
H -2.035 -1.549 -5.331
H -1.120 2.857 3.236
H -1.462 3.418 -0.200
H 1.810 0.810 -2.096
H -3.601 4.604 0.948
H 1.777 -1.869 -4.500
H -2.978 2.413 -0.021
H 3.297 -0.115 1.326
H 5.014 -0.681 -0.199
H 1.544 -0.096 -4.507
H 4.120 -2.193 -0.589
H 3.002 1.491 -0.986
H -1.115 -3.034 -5.525
H -0.241 -0.185 -5.975
```

***

Entry 5:
Here is a cluster of 2 separate species, C4H14N3P in total in a non-equilibrium geometry from the Open Molecules 2025 dataset. Energies are from the ωB97M-V functional and the def2-TZVPD basis.

Kohn-Sham gap (alpha / beta) = 5.69 / 6.07 eV
Highest occupied orbital energy (alpha / beta) = -4.590 / -8.066 eV
Multiplicity = 3
Energy above the lowest of the compared OMol25 structures with the same formula, charge and spin = 0.2780 eV
F_max = 7.2 eV/A

```
22
C4H14N3P | the Open Molecules 2025 dataset | the ωB97M-V functional and the def2-TZVPD basis
P 0.694 -1.942 0.193
N 1.104 -2.183 1.828
N -0.842 2.135 -0.472
N 1.712 -3.216 -0.363
C -2.248 0.369 0.423
C -0.653 3.421 -1.074
C 1.727 -0.511 -0.159
C -1.963 1.708 -0.162
H 0.892 -3.149 1.931
H 1.600 -0.065 -1.199
H 0.367 3.789 -0.763
H 2.839 -0.850 0.155
H 2.077 -2.112 2.060
H -1.443 4.154 -0.865
H 1.352 0.244 0.542
H -2.779 0.384 1.317
H -2.823 2.358 -0.330
H -0.760 3.316 -2.270
H -3.068 -0.063 -0.242
H -1.397 -0.292 0.500
H 1.812 -3.509 -1.326
H 1.800 -3.987 0.275
```